Entry from OMol25: a cluster of 10 separate species, C41H46BF13N2O31P in total (wB97M-V/def2-TZVPD).

Last column: Löwdin charge in e.
Atoms and positions in Å:
C  1.737  -2.169  -2.631  -0.064
C  1.312  -0.851  -1.914  -0.184
C  0.475  -0.093  -2.952  -0.120
O  -0.608  0.723  -2.406  0.013
N  -1.754  0.024  -2.291  0.012
C  -1.986  -0.787  -1.340  0.035
C  -3.321  -1.437  -1.347  -0.307
P  -3.822  -1.368  0.464  0.821
O  -3.664  -0.026  1.069  -0.387
C  -3.329  -2.913  -1.702  -0.284
C  -2.593  -3.407  -2.738  -0.009
C  -2.599  -4.721  -3.111  -0.007
C  -3.397  -5.535  -2.341  -0.026
C  -4.077  -4.974  -1.297  -0.106
N  -4.085  -3.699  -0.954  0.109
C  -4.069  -0.532  -2.408  -0.073
C  -5.258  0.331  -2.007  -0.420
F  -6.080  -0.301  -1.158  0.135
F  -5.980  0.528  -3.151  0.118
C  -4.900  1.763  -1.552  -0.312
F  -5.889  2.313  -0.842  0.133
F  -3.711  1.806  -0.918  0.082
C  -2.933  0.102  -3.212  -0.010
B  -2.765  -0.381  -4.734  -0.577
O  -1.561  -0.599  -5.351  0.189
O  -3.935  -0.503  -5.455  0.185
H  2.505  -2.723  -2.107  0.078
H  2.058  -1.868  -3.629  0.084
H  0.820  -2.745  -2.781  0.066
H  0.777  -1.029  -0.988  0.082
H  2.221  -0.289  -1.715  0.103
H  0.107  -0.823  -3.669  0.090
H  1.112  0.601  -3.490  0.145
H  -1.339  -1.029  -0.513  0.135
H  -5.131  -1.852  0.601  0.040
H  -2.943  -2.263  1.065  0.029
H  -1.974  -2.712  -3.303  0.110
H  -2.026  -5.095  -3.941  0.094
H  -3.474  -6.585  -2.563  0.117
H  -4.675  -5.641  -0.684  0.123
H  -4.536  -1.254  -3.079  0.152
H  -4.798  2.354  -2.468  0.153
H  -3.071  1.188  -3.348  0.172
H  -1.149  -1.445  -5.146  0.106
H  -4.197  -1.433  -5.395  0.126
C  -3.435  -7.450  -6.414  -0.042
C  -2.506  -8.525  -6.929  -0.308
O  -1.232  -7.909  -6.811  0.149
C  -1.312  -7.026  -5.784  -0.548
O  -0.387  -6.525  -5.239  0.185
O  -2.609  -6.784  -5.448  0.031
F  -2.743  -8.808  -8.228  0.089
H  -3.721  -6.746  -7.197  0.147
H  -4.333  -7.851  -5.952  0.142
H  -2.517  -9.449  -6.349  0.177
C  6.419  -0.168  0.378  -0.064
C  5.020  -0.718  0.311  -0.307
O  4.868  -1.022  -1.065  0.111
C  6.122  -1.309  -1.539  -0.542
O  6.339  -1.854  -2.566  0.184
O  7.074  -0.892  -0.669  0.080
F  4.097  0.215  0.662  0.070
H  6.451  0.900  0.157  0.154
H  6.892  -0.343  1.328  0.103
H  4.860  -1.624  0.900  0.175
C  -1.288  2.608  0.546  -0.065
C  -0.538  1.577  1.332  -0.280
O  0.762  2.124  1.420  0.141
C  0.614  3.485  1.374  -0.538
O  1.451  4.262  1.678  0.189
O  -0.632  3.818  0.939  0.070
F  -0.473  0.389  0.647  0.030
H  -1.178  2.466  -0.531  0.130
H  -2.344  2.632  0.794  0.127
H  -0.933  1.406  2.328  0.148
C  11.998  0.196  0.220  -0.043
C  11.687  -1.273  0.075  -0.308
O  10.640  -1.454  1.017  0.145
C  9.991  -0.267  1.113  -0.533
O  8.915  -0.128  1.602  0.149
O  10.718  0.734  0.575  0.085
F  12.739  -2.046  0.427  0.084
H  12.709  0.387  1.024  0.147
H  12.370  0.645  -0.698  0.143
H  11.338  -1.568  -0.916  0.177
C  -1.696  3.611  4.686  -0.045
C  -1.629  3.433  6.181  -0.296
O  -1.955  2.060  6.346  0.142
C  -1.551  1.419  5.215  -0.543
O  -1.427  0.245  5.108  0.180
O  -1.298  2.309  4.220  0.039
F  -2.558  4.186  6.819  0.080
H  -2.706  3.828  4.337  0.147
H  -1.028  4.376  4.323  0.112
H  -0.648  3.627  6.617  0.178
C  -3.996  6.889  -1.305  -0.037
C  -3.003  6.302  -0.332  -0.292
O  -2.973  4.938  -0.722  0.122
C  -3.266  4.899  -2.048  -0.538
O  -3.077  3.954  -2.746  0.158
O  -3.797  6.067  -2.464  0.092
F  -3.442  6.390  0.947  0.085
H  -5.024  6.781  -0.956  0.149
H  -3.804  7.935  -1.530  0.144
H  -1.997  6.721  -0.398  0.184
C  0.933  -2.847  2.197  -0.049
C  -0.428  -3.493  2.137  -0.296
O  -0.494  -3.968  0.803  0.102
C  0.799  -4.231  0.420  -0.552
O  1.090  -4.876  -0.528  0.178
O  1.679  -3.653  1.271  0.083
F  -1.419  -2.579  2.320  0.036
H  0.913  -1.812  1.846  0.140
H  1.370  -2.873  3.184  0.110
H  -0.566  -4.325  2.829  0.179
C  -4.028  8.675  3.941  -0.046
C  -4.413  7.689  5.017  -0.307
O  -3.664  6.540  4.654  0.128
C  -2.551  6.983  4.006  -0.544
O  -1.591  6.318  3.798  0.165
O  -2.687  8.277  3.637  0.080
F  -5.731  7.391  4.976  0.084
H  -4.649  8.570  3.050  0.142
H  -4.062  9.708  4.278  0.143
H  -4.143  7.994  6.029  0.178
C  6.091  -0.806  5.126  -0.040
C  5.033  -0.333  6.091  -0.308
O  3.839  -0.492  5.336  0.146
C  4.056  -1.509  4.465  -0.533
O  3.198  -2.082  3.872  0.160
O  5.375  -1.793  4.367  0.076
F  5.188  0.971  6.407  0.086
H  6.426  -0.007  4.465  0.144
H  6.956  -1.241  5.619  0.144
H  4.960  -0.920  7.009  0.176

Properties
- frontier orbital gap (Ha) = 0.34459
- total charge = +1